Molecular formula: C5H9NO
Method: DFT, ωB97M-V/def2-TZVPD

Geometry (Å):
C -0.921 2.113 -0.338
N -0.816 0.682 -0.096
C -0.677 0.281 1.278
C 0.499 0.234 0.340
C 1.019 -1.033 -0.095
O 2.174 -1.140 0.430
C 0.463 -2.063 -1.002
H -1.963 2.432 -0.224
H -0.606 2.322 -1.364
H -0.289 2.699 0.346
H -0.634 1.056 2.046
H -1.220 -0.617 1.570
H 1.945 0.000 0.812
H 1.043 -2.077 -1.932
H 0.563 -3.050 -0.542
H -0.581 -1.838 -1.229

## Properties
energy above the lowest of the compared OMol25 structures with the same formula, charge and spin	475.5	kJ/mol
HOMO energy	-8.44	eV
max |F|	0.34	eV/Å
orbital gap	9.1	eV
multiplicity	1